# 1
Computed, not measured: one molecule with the formula C8H12F4N2 in a non-equilibrium geometry, with wB97M-V/def2-TZVPD.

XYZ file:
```
26
Properties=species:S:1:pos:R:3
C 0.8768 -1.7035 -0.5445
C 2.0318 -1.1004 -0.5113
C -0.2850 -1.0175 0.0556
C 2.4400 -0.0457 0.3299
C -0.6346 0.2588 -0.8233
C 0.5078 1.2450 -0.7755
C -1.4387 -1.9925 0.2015
C -1.9670 0.8269 -0.2710
N 3.4789 0.8385 0.1167
N 0.3671 2.3339 0.0296
F 3.0112 -1.4259 -1.4120
F 1.6939 0.2883 1.4758
F -0.7818 -0.1351 -2.1358
F 1.3251 1.3649 -1.8273
H 0.6539 -2.4959 -1.2631
H -0.0399 -0.7800 1.1310
H -1.8138 -2.3139 -0.7067
H -2.1703 -1.8561 0.9357
H -0.8948 -2.7518 0.6931
H -2.1075 0.7552 0.8164
H -2.7994 0.3939 -0.8284
H -1.8316 1.9657 -0.4523
H 4.3341 0.3679 0.3137
H 3.5365 1.1823 -0.8609
H -0.2199 2.0463 0.8799
H 1.2068 2.9661 0.2063
```

Computed properties:
Max |F|   3.021 eV/Å
LUMO level (alpha / beta)   0.1 / 0.7 eV
Kohn-Sham gap (alpha / beta)   6.641 / 7.904 eV

***

# 2
Computed, not measured: C22H24AsCoN3O2PS5 as an isolated structure, with wB97M-V/def2-TZVPD.

XYZ file:
```
59
Properties=species:S:1:pos:R:3
Co -0.4109 -0.8979 0.5701
S -4.4661 -2.2306 -0.3539
C -2.9924 -1.5186 -0.1233
S -2.5149 -0.4983 1.1679
S -1.5928 -1.7837 -1.1156
S 1.6722 -1.4351 -0.3310
C 2.5304 0.1307 -0.3272
C 3.9174 0.1680 -0.2939
C 4.5705 1.3913 -0.3104
C 3.8455 2.5723 -0.3791
C 2.4597 2.5311 -0.4241
C 1.7970 1.3111 -0.3980
As -0.1319 1.1664 -0.3695
C -0.7425 2.7717 0.4996
C -1.0188 3.9024 -0.2636
C -1.4277 5.0725 0.3607
C -1.5642 5.1123 1.7405
C -1.2936 3.9819 2.4990
C -0.8833 2.8090 1.8832
C -0.6766 1.4176 -2.1985
C 0.2463 1.5471 -3.2269
C -0.1968 1.6767 -4.5383
C -1.5546 1.6752 -4.8150
C -2.4776 1.5413 -3.7841
C -2.0415 1.4083 -2.4770
H 4.4822 -0.7540 -0.2454
H 5.6512 1.4202 -0.2662
H 4.3581 3.5249 -0.3873
H 1.8889 3.4517 -0.4570
H -0.9248 3.8747 -1.3421
H -1.6436 5.9502 -0.2347
H -1.8872 6.0242 2.2257
H -1.4032 4.0058 3.5751
H -0.6767 1.9320 2.4797
H 1.3085 1.5509 -3.0134
H 0.5220 1.7787 -5.3408
H -1.8978 1.7745 -5.8366
H -3.5377 1.5299 -4.0000
H -2.7616 1.2880 -1.6744
N -2.3813 -4.6834 0.2327
C -0.8965 -4.8823 0.1693
P -0.3453 -4.0803 1.7460
O -1.2385 -4.7275 2.7413
O -0.4391 -2.6053 1.4928
C 1.4319 -4.4430 1.9713
N 2.1523 -3.2268 2.3792
H -2.6370 -3.7203 -0.0558
H -2.6578 -4.8063 1.2220
H -2.9083 -5.3203 -0.3602
H -0.5202 -4.4188 -0.7398
H -0.6945 -5.9519 0.1823
H 1.8357 -4.7961 1.0154
H 1.5136 -5.2635 2.6886
H 1.5985 -2.6642 3.0201
H 2.1374 -1.9810 0.8523
H 3.0130 -3.4649 2.8560
S 1.2152 0.0671 4.7831
C 0.7965 -0.0590 3.2284
N 0.4934 -0.1466 2.1005
```

Computed properties:
Max |F|   0.223 eV/Å
LUMO level (alpha / beta)   -0.2 / -0.2 eV
Kohn-Sham gap (alpha / beta)   7.755 / 7.756 eV

***

Repeat the second record exactly.
Computed, not measured: C22H24AsCoN3O2PS5 as an isolated structure, with wB97M-V/def2-TZVPD.

XYZ file:
```
59
Properties=species:S:1:pos:R:3
Co -0.4109 -0.8979 0.5701
S -4.4661 -2.2306 -0.3539
C -2.9924 -1.5186 -0.1233
S -2.5149 -0.4983 1.1679
S -1.5928 -1.7837 -1.1156
S 1.6722 -1.4351 -0.3310
C 2.5304 0.1307 -0.3272
C 3.9174 0.1680 -0.2939
C 4.5705 1.3913 -0.3104
C 3.8455 2.5723 -0.3791
C 2.4597 2.5311 -0.4241
C 1.7970 1.3111 -0.3980
As -0.1319 1.1664 -0.3695
C -0.7425 2.7717 0.4996
C -1.0188 3.9024 -0.2636
C -1.4277 5.0725 0.3607
C -1.5642 5.1123 1.7405
C -1.2936 3.9819 2.4990
C -0.8833 2.8090 1.8832
C -0.6766 1.4176 -2.1985
C 0.2463 1.5471 -3.2269
C -0.1968 1.6767 -4.5383
C -1.5546 1.6752 -4.8150
C -2.4776 1.5413 -3.7841
C -2.0415 1.4083 -2.4770
H 4.4822 -0.7540 -0.2454
H 5.6512 1.4202 -0.2662
H 4.3581 3.5249 -0.3873
H 1.8889 3.4517 -0.4570
H -0.9248 3.8747 -1.3421
H -1.6436 5.9502 -0.2347
H -1.8872 6.0242 2.2257
H -1.4032 4.0058 3.5751
H -0.6767 1.9320 2.4797
H 1.3085 1.5509 -3.0134
H 0.5220 1.7787 -5.3408
H -1.8978 1.7745 -5.8366
H -3.5377 1.5299 -4.0000
H -2.7616 1.2880 -1.6744
N -2.3813 -4.6834 0.2327
C -0.8965 -4.8823 0.1693
P -0.3453 -4.0803 1.7460
O -1.2385 -4.7275 2.7413
O -0.4391 -2.6053 1.4928
C 1.4319 -4.4430 1.9713
N 2.1523 -3.2268 2.3792
H -2.6370 -3.7203 -0.0558
H -2.6578 -4.8063 1.2220
H -2.9083 -5.3203 -0.3602
H -0.5202 -4.4188 -0.7398
H -0.6945 -5.9519 0.1823
H 1.8357 -4.7961 1.0154
H 1.5136 -5.2635 2.6886
H 1.5985 -2.6642 3.0201
H 2.1374 -1.9810 0.8523
H 3.0130 -3.4649 2.8560
S 1.2152 0.0671 4.7831
C 0.7965 -0.0590 3.2284
N 0.4934 -0.1466 2.1005
```

Computed properties:
Max |F|   0.223 eV/Å
LUMO level (alpha / beta)   -0.2 / -0.2 eV
Kohn-Sham gap (alpha / beta)   7.755 / 7.756 eV